<one>
{
  "formula": "C11H44O11",
  "method": "ωB97M-V/def2-TZVPD",
  "e_homo_ev": -9.9,
  "smiles": "CO.CO.CO.CO.CO.CO.CO.CO.CO.CO.CO",
  "gap_ev": 9.88,
  "species": ["C", "O", "H", "H", "H", "H", "C", "O", "H", "H", "H", "H", "C", "O", "H", "H", "H", "H", "C", "O", "H", "H", "H", "H", "C", "O", "H", "H", "H", "H", "C", "O", "H", "H", "H", "H", "C", "O", "H", "H", "H", "H", "C", "O", "H", "H", "H", "H", "C", "O", "H", "H", "H", "H", "C", "O", "H", "H", "H", "H", "C", "O", "H", "H", "H", "H"],
  "coordinates": [[-14.941, 3.989, 6.433], [-15.418, 2.668, 6.161], [-15.639, 4.720, 6.025], [-14.996, 4.240, 7.493], [-13.970, 4.263, 6.020], [-15.446, 2.630, 5.202], [-17.108, 6.023, -0.413], [-16.565, 7.147, -1.174], [-16.713, 5.928, 0.599], [-18.172, 6.149, -0.215], [-16.959, 5.059, -0.901], [-17.239, 7.430, -1.796], [-13.658, -2.403, 5.745], [-13.799, -3.621, 5.028], [-12.649, -2.246, 6.128], [-13.858, -1.559, 5.084], [-14.263, -2.410, 6.652], [-13.102, -3.670, 4.369], [-18.737, 6.535, 4.044], [-20.169, 6.327, 3.888], [-18.379, 7.152, 3.220], [-18.673, 7.059, 4.998], [-18.216, 5.582, 4.136], [-20.426, 6.844, 3.121], [-13.637, 3.093, -3.940], [-12.613, 2.181, -4.177], [-14.299, 2.816, -3.119], [-13.146, 3.974, -3.526], [-14.355, 3.347, -4.720], [-13.045, 1.328, -4.264], [-18.776, -0.020, 0.084], [-18.953, 1.392, 0.067], [-19.606, -0.546, -0.387], [-17.833, -0.243, -0.414], [-18.600, -0.250, 1.135], [-19.225, 1.628, -0.823], [-9.521, -0.075, 1.755], [-10.226, -0.514, 2.912], [-9.604, -0.836, 0.979], [-10.035, 0.784, 1.326], [-8.490, 0.232, 1.928], [-9.951, 0.105, 3.593], [-20.570, 1.733, 4.496], [-20.513, 2.643, 5.581], [-20.633, 2.271, 3.550], [-19.788, 0.979, 4.402], [-21.528, 1.214, 4.535], [-20.304, 3.534, 5.292], [-14.737, 1.875, 1.747], [-15.934, 2.081, 2.492], [-13.825, 2.107, 2.298], [-14.573, 0.814, 1.557], [-14.633, 2.336, 0.765], [-16.623, 1.751, 1.911], [-12.121, -4.073, 0.945], [-11.456, -4.004, 2.217], [-12.809, -4.916, 1.000], [-12.711, -3.196, 0.677], [-11.406, -4.262, 0.144], [-11.084, -3.123, 2.306], [-11.597, 5.387, 0.507], [-10.776, 4.976, 1.552], [-11.272, 4.940, -0.433], [-12.616, 5.163, 0.826], [-11.413, 6.458, 0.426], [-9.872, 5.271, 1.425]]
}

=====

<two>
{
  "formula": "C11H44O11",
  "method": "ωB97M-V/def2-TZVPD",
  "e_homo_ev": -9.3,
  "smiles": "CO.CO.CO.CO.CO.CO.CO.CO.CO.CO.CO",
  "gap_ev": 9.68,
  "species": ["C", "O", "H", "H", "H", "H", "C", "O", "H", "H", "H", "H", "C", "O", "H", "H", "H", "H", "C", "O", "H", "H", "H", "H", "C", "O", "H", "H", "H", "H", "C", "O", "H", "H", "H", "H", "C", "O", "H", "H", "H", "H", "C", "O", "H", "H", "H", "H", "C", "O", "H", "H", "H", "H", "C", "O", "H", "H", "H", "H", "C", "O", "H", "H", "H", "H"],
  "coordinates": [[2.600, -4.140, -0.617], [3.111, -2.886, -0.976], [2.957, -5.018, -1.175], [2.748, -4.478, 0.414], [1.506, -4.108, -0.714], [2.494, -2.514, -1.644], [-1.479, -3.699, -0.449], [-1.580, -4.950, 0.215], [-2.451, -3.426, -0.869], [-1.204, -2.900, 0.248], [-0.703, -3.748, -1.219], [-1.010, -5.592, -0.204], [-2.186, 0.131, 4.572], [-3.248, -0.159, 5.488], [-1.774, 1.117, 4.803], [-1.390, -0.619, 4.648], [-2.515, 0.082, 3.536], [-2.873, 0.022, 6.354], [-3.659, 1.115, -1.435], [-4.490, 0.302, -2.252], [-2.971, 1.706, -2.056], [-4.259, 1.838, -0.878], [-3.008, 0.558, -0.770], [-4.998, 0.907, -2.798], [1.597, -2.530, 2.326], [0.803, -1.744, 3.212], [0.928, -3.041, 1.632], [2.311, -1.871, 1.821], [2.212, -3.237, 2.879], [0.329, -1.145, 2.611], [-3.778, 2.558, 1.791], [-2.577, 1.861, 1.503], [-3.682, 3.174, 2.685], [-4.018, 3.244, 0.971], [-4.624, 1.879, 1.841], [-1.837, 2.478, 1.530], [-0.488, 3.716, -1.927], [-0.009, 3.372, -3.237], [-0.053, 2.976, -1.252], [-0.216, 4.739, -1.673], [-1.576, 3.594, -1.879], [0.444, 4.135, -3.597], [3.266, 0.893, -1.395], [3.921, 1.507, -0.283], [2.304, 1.397, -1.497], [3.771, 1.134, -2.336], [3.176, -0.182, -1.245], [4.835, 1.214, -0.251], [0.207, -0.282, 0.013], [-0.568, -0.394, 1.196], [-0.301, -0.190, -0.956], [0.805, 0.635, 0.103], [0.899, -1.115, -0.115], [-1.251, 0.283, 1.109], [2.551, 4.565, 0.950], [1.903, 3.459, 0.349], [1.791, 5.206, 1.397], [3.259, 4.256, 1.721], [3.045, 5.166, 0.179], [2.566, 2.796, 0.108], [1.511, -2.644, -3.948], [1.423, -1.797, -2.816], [1.873, -3.620, -3.636], [0.516, -2.845, -4.366], [2.090, -2.198, -4.757], [1.022, -0.944, -2.986]]
}

=====

<three>
{
  "formula": "C11H44O11",
  "method": "ωB97M-V/def2-TZVPD",
  "e_homo_ev": -9.4,
  "smiles": "CO.CO.CO.CO.CO.CO.CO.CO.CO.CO.CO",
  "gap_ev": 9.08,
  "species": ["C", "O", "H", "H", "H", "H", "C", "O", "H", "H", "H", "H", "C", "O", "H", "H", "H", "H", "C", "O", "H", "H", "H", "H", "C", "O", "H", "H", "H", "H", "C", "O", "H", "H", "H", "H", "C", "O", "H", "H", "H", "H", "C", "O", "H", "H", "H", "H", "C", "O", "H", "H", "H", "H", "C", "O", "H", "H", "H", "H", "C", "O", "H", "H", "H", "H"],
  "coordinates": [[-30.180, -23.669, 19.055], [-29.241, -24.667, 18.556], [-29.843, -22.733, 18.717], [-30.263, -23.618, 20.170], [-31.172, -23.885, 18.671], [-28.885, -24.372, 17.679], [-26.887, -24.749, 21.506], [-27.234, -23.911, 20.380], [-26.434, -24.248, 22.359], [-26.177, -25.456, 21.088], [-27.842, -25.176, 21.757], [-27.597, -24.515, 19.745], [-22.461, -27.651, 16.603], [-21.885, -27.691, 15.354], [-23.530, -27.433, 16.448], [-21.975, -26.831, 17.134], [-22.198, -28.526, 17.146], [-22.467, -28.177, 14.814], [-23.620, -30.265, 15.386], [-22.784, -29.982, 14.262], [-24.326, -29.392, 15.409], [-23.088, -30.201, 16.359], [-24.114, -31.272, 15.296], [-22.492, -30.826, 13.930], [-24.154, -25.512, 18.965], [-23.022, -24.745, 18.892], [-24.119, -26.434, 18.483], [-25.092, -25.010, 18.650], [-24.265, -25.722, 20.029], [-22.692, -24.651, 17.994], [-29.438, -26.033, 14.959], [-29.419, -25.023, 13.994], [-29.490, -25.682, 15.962], [-28.594, -26.637, 14.855], [-30.375, -26.595, 14.964], [-29.334, -25.419, 13.161], [-24.474, -25.327, 15.087], [-25.858, -25.152, 15.114], [-24.279, -26.335, 14.793], [-24.042, -25.190, 16.112], [-24.042, -24.577, 14.429], [-26.137, -25.234, 14.207], [-26.909, -29.498, 14.133], [-26.493, -28.296, 14.618], [-26.704, -29.625, 13.058], [-28.022, -29.560, 14.051], [-26.588, -30.230, 14.829], [-26.019, -27.850, 13.865], [-28.150, -22.682, 16.021], [-27.741, -23.899, 16.606], [-27.306, -22.009, 15.887], [-28.830, -22.119, 16.638], [-28.508, -22.827, 15.085], [-27.034, -24.301, 16.084], [-26.822, -27.016, 17.772], [-25.809, -27.812, 17.235], [-27.768, -27.207, 17.344], [-26.638, -25.969, 17.529], [-26.751, -27.283, 18.827], [-26.115, -28.001, 16.324], [-24.243, -28.662, 20.330], [-23.979, -28.885, 18.927], [-24.232, -29.538, 21.012], [-25.302, -28.613, 20.280], [-23.772, -27.742, 20.729], [-24.736, -28.650, 18.439]]
}

=====

<two> is favored, and the nearest alternative lies 0.0473 hartree above it.

=====

<one>
{
  "formula": "H3O2PS",
  "method": "ωB97M-V/def2-TZVPD",
  "e_homo_ev": -9.5,
  "gap_ev": 9.61,
  "species": ["O", "O", "P", "S", "H", "H", "H"],
  "coordinates": [[1.386, -0.305, -1.090], [-1.001, -1.323, 0.290], [0.800, 0.002, 0.339], [-0.245, 1.784, -0.006], [0.843, -0.186, -1.874], [-1.034, -1.785, 1.121], [-0.748, 1.814, 1.221]]
}

=====

<two>
{
  "formula": "H3O2PS",
  "method": "ωB97M-V/def2-TZVPD",
  "e_homo_ev": -9.3,
  "smiles": "OP(O)S",
  "gap_ev": 9.93,
  "species": ["O", "P", "O", "S", "H", "H", "H"],
  "coordinates": [[0.972, 0.893, -0.334], [0.129, -0.208, 0.561], [0.792, -1.501, -0.249], [-1.710, 0.336, -0.528], [0.557, 1.732, -0.192], [1.758, -1.565, 0.023], [-2.497, 0.314, 0.719]]
}

=====

<two> is favored, and the nearest alternative lies 0.0461 hartree above it.

=====

<one>
{
  "formula": "C20H59N5O7",
  "method": "ωB97M-V/def2-TZVPD",
  "e_homo_ev": -9.2,
  "smiles": "COC[C@H](C)N.COC[C@H](C)N.COC[C@H](C)N.COC[C@H](C)N.COC[C@H](C)N.O.O",
  "gap_ev": 9.69,
  "species": ["C", "O", "C", "C", "C", "N", "H", "H", "H", "H", "H", "H", "H", "H", "H", "H", "H", "C", "O", "C", "C", "C", "N", "H", "H", "H", "H", "H", "H", "H", "H", "H", "H", "H", "C", "O", "C", "C", "C", "N", "H", "H", "H", "H", "H", "H", "H", "H", "H", "H", "H", "C", "O", "C", "C", "C", "N", "H", "H", "H", "H", "H", "H", "H", "H", "H", "H", "H", "C", "O", "C", "C", "C", "N", "H", "H", "H", "H", "H", "H", "H", "H", "H", "H", "H", "O", "H", "H", "O", "H", "H"],
  "coordinates": [[-0.462, 3.779, 1.139], [-1.541, 2.900, 0.796], [-1.242, 2.190, -0.399], [-2.444, 1.293, -0.650], [-2.585, 0.180, 0.386], [-2.419, 0.715, -2.025], [-0.349, 4.623, 0.459], [0.419, 3.151, 1.285], [-0.730, 4.169, 2.120], [-1.098, 2.879, -1.241], [-0.356, 1.556, -0.287], [-3.379, 1.853, -0.535], [-3.430, -0.451, 0.100], [-2.861, 0.646, 1.340], [-1.722, -0.428, 0.661], [-2.569, 1.554, -2.595], [-3.258, 0.179, -2.234], [3.148, -3.449, 4.068], [1.803, -3.843, 4.003], [1.269, -3.516, 2.708], [-0.218, -3.251, 2.782], [-1.042, -4.558, 2.737], [-0.602, -2.358, 1.656], [3.268, -2.361, 4.034], [3.928, -3.843, 3.404], [3.519, -3.688, 5.071], [1.823, -2.811, 2.083], [1.414, -4.463, 2.147], [-0.466, -2.725, 3.705], [-2.102, -4.347, 2.615], [-0.792, -5.191, 3.587], [-0.716, -5.114, 1.852], [-1.503, -1.973, 1.938], [-0.838, -2.968, 0.873], [1.884, -1.287, -4.041], [2.090, 0.032, -4.550], [0.985, 0.886, -4.481], [1.461, 2.321, -4.264], [2.225, 2.475, -2.977], [0.382, 3.334, -4.479], [2.743, -1.904, -4.258], [0.953, -1.678, -4.482], [1.608, -1.162, -2.983], [0.371, 0.812, -5.394], [0.265, 0.568, -3.704], [2.035, 2.597, -5.161], [2.952, 1.668, -2.903], [1.521, 2.367, -2.143], [2.741, 3.419, -2.812], [-0.285, 2.939, -5.141], [-0.158, 3.400, -3.608], [2.739, 0.095, 2.875], [2.195, 1.223, 3.514], [3.059, 2.295, 3.701], [2.460, 3.278, 4.693], [1.213, 4.030, 4.206], [3.488, 4.214, 5.202], [1.963, -0.654, 2.735], [3.488, -0.410, 3.498], [3.225, 0.435, 1.958], [3.984, 1.954, 4.192], [3.378, 2.780, 2.767], [2.094, 2.632, 5.500], [0.539, 4.260, 5.032], [0.670, 3.373, 3.522], [1.404, 4.937, 3.628], [2.959, 5.035, 5.477], [4.115, 4.589, 4.495], [-2.270, -2.168, -5.340], [-2.343, -1.878, -3.954], [-3.612, -2.151, -3.459], [-3.682, -1.781, -1.986], [-2.810, -2.660, -1.078], [-5.090, -1.715, -1.543], [-3.078, -1.681, -5.896], [-2.342, -3.240, -5.544], [-1.318, -1.763, -5.670], [-4.418, -1.560, -3.917], [-3.993, -3.185, -3.496], [-3.325, -0.756, -1.830], [-1.769, -2.505, -1.357], [-3.162, -3.696, -1.057], [-2.984, -2.316, -0.053], [-5.582, -2.555, -1.863], [-5.113, -1.846, -0.534], [0.870, -0.628, 0.002], [0.217, -0.500, -0.698], [0.390, -1.139, 0.713], [2.551, 1.768, 0.352], [2.046, 1.748, 1.172], [2.200, 1.025, -0.164]]
}

=====

<two>
{
  "formula": "C20H59N5O7",
  "method": "ωB97M-V/def2-TZVPD",
  "e_homo_ev": -9.1,
  "smiles": "COC[C@H](C)N.COC[C@H](C)N.COC[C@H](C)N.COC[C@H](C)N.COC[C@H](C)N.O.O",
  "gap_ev": 9.55,
  "species": ["C", "O", "C", "C", "C", "N", "H", "H", "H", "H", "H", "H", "H", "H", "H", "H", "H", "C", "O", "C", "C", "C", "N", "H", "H", "H", "H", "H", "H", "H", "H", "H", "H", "H", "C", "O", "C", "C", "C", "N", "H", "H", "H", "H", "H", "H", "H", "H", "H", "H", "H", "C", "O", "C", "C", "C", "N", "H", "H", "H", "H", "H", "H", "H", "H", "H", "H", "H", "C", "O", "C", "C", "C", "N", "H", "H", "H", "H", "H", "H", "H", "H", "H", "H", "H", "O", "H", "H", "O", "H", "H"],
  "coordinates": [[5.456, 4.002, 0.535], [6.662, 3.646, -0.239], [7.503, 2.611, 0.389], [8.967, 2.444, -0.326], [8.879, 2.190, -1.801], [9.729, 1.279, 0.202], [4.879, 3.172, 0.943], [4.844, 4.701, -0.035], [5.976, 4.404, 1.405], [7.571, 2.911, 1.435], [7.063, 1.614, 0.425], [9.527, 3.365, -0.168], [9.666, 1.622, -2.296], [8.735, 3.147, -2.302], [8.042, 1.544, -2.065], [9.725, 1.414, 1.203], [9.179, 0.441, 0.073], [-0.260, 1.640, -0.013], [-0.649, 0.328, -0.646], [-1.633, 0.385, -1.636], [-2.179, -1.009, -2.075], [-1.267, -1.729, -3.047], [-3.520, -0.924, -2.613], [-1.212, 2.072, 0.294], [0.281, 2.172, -0.795], [0.309, 1.371, 0.877], [-2.521, 0.947, -1.347], [-1.233, 0.894, -2.513], [-2.356, -1.629, -1.196], [-1.531, -2.786, -3.065], [-0.225, -1.632, -2.742], [-1.290, -1.251, -4.026], [-3.426, -0.632, -3.575], [-3.856, -1.872, -2.524], [-7.065, -3.399, 3.197], [-6.359, -2.179, 3.496], [-7.343, -1.111, 3.766], [-6.716, 0.278, 3.641], [-6.249, 0.601, 2.225], [-5.571, 0.385, 4.594], [-7.682, -3.425, 2.298], [-7.669, -3.733, 4.041], [-6.286, -4.155, 3.101], [-8.231, -1.047, 3.137], [-7.647, -1.144, 4.812], [-7.371, 1.064, 4.016], [-6.135, 1.684, 2.179], [-7.024, 0.226, 1.556], [-5.272, 0.216, 1.930], [-4.961, -0.382, 4.348], [-5.104, 1.264, 4.417], [0.225, 2.342, 11.756], [-0.750, 2.345, 10.618], [-0.390, 1.498, 9.528], [-0.911, 2.170, 8.241], [-0.711, 1.264, 7.052], [-0.120, 3.405, 7.908], [1.029, 3.078, 11.733], [0.683, 1.384, 12.001], [-0.398, 2.559, 12.624], [0.678, 1.280, 9.503], [-0.827, 0.506, 9.643], [-1.976, 2.387, 8.318], [-1.333, 0.387, 7.230], [0.329, 1.070, 6.789], [-0.949, 1.733, 6.097], [0.860, 3.233, 8.084], [-0.529, 4.081, 8.537], [2.373, -2.112, -7.459], [1.762, -1.436, -8.542], [0.982, -2.119, -9.469], [1.312, -1.730, -10.916], [0.153, -1.970, -11.908], [2.489, -2.542, -11.373], [1.700, -2.694, -6.830], [2.831, -1.402, -6.771], [3.183, -2.814, -7.656], [1.018, -3.199, -9.331], [-0.018, -1.796, -9.178], [1.731, -0.728, -11.003], [-0.824, -1.583, -11.618], [-0.108, -3.028, -11.882], [0.486, -1.798, -12.932], [3.254, -2.103, -10.880], [2.614, -2.490, -12.374], [-5.629, -5.486, -3.777], [-5.981, -5.641, -2.900], [-6.403, -5.382, -4.331], [1.507, -3.013, 0.993], [2.199, -3.439, 0.487], [1.307, -2.216, 0.502]]
}

=====

<one> is favored, and the nearest alternative lies 0.0355 hartree above it.